# C3H4N2O3

A cluster of 2 separate species, C3H4N2O3 in total (ωB97M-V with the def2-TZVPD basis set, the Open Molecules 2025 dataset).

Calculated values
- 2S+1 = 1
- HOMO-LUMO gap (eV) = 10.9

Each line ends with the Mulliken charge.
Geometry (Å):
C -1.8793 -1.5262 -0.0998  0.043
C 0.0318 0.0834 -0.3216  -0.482
C -1.3295 -0.2538 0.2426  0.089
N -2.3495 -2.5363 -0.3592  -0.370
N -2.3411 0.8252 0.0686  0.945
O -3.2893 0.8039 0.8070  -0.541
O -2.1461 1.6126 -0.8188  -0.536
O 0.6586 0.9497 0.5890  -0.496
H -0.1121 0.5674 -1.3011  0.339
H 0.6105 -0.8426 -0.4627  0.360
H -1.1780 -0.3561 1.7671  0.333
H 1.5229 1.2128 0.2512  0.315

***

# C20H60O10

A cluster of 10 separate species, C20H60O10 in total (ωB97M-V with the def2-TZVPD basis set, the Open Molecules 2025 dataset).

Calculated values
- 2S+1 = 2
- charge = -1
- HOMO-LUMO gap (spin up / spin down) (eV) = 1.4 / 9.2

Each line ends with the Mulliken charge.
Geometry (Å):
C -0.4821 1.7687 -4.1141  -0.971
C 0.5786 0.8032 -3.7244  -0.085
O 1.0901 1.2310 -2.4646  -0.350
H -0.8587 1.5415 -5.1114  0.476
H -0.1954 2.8201 -4.0927  0.126
H -1.3361 1.7126 -3.4390  0.106
H 1.3503 0.7983 -4.4942  0.378
H 0.2261 -0.2265 -3.6638  0.158
H 0.4031 1.1905 -1.7953  0.164
C 3.1441 2.2590 1.3770  -0.799
C 2.9429 1.5512 2.7491  -0.651
O 4.0520 0.6367 2.8441  -0.152
H 3.1445 1.5495 0.5495  -0.019
H 4.1314 2.7202 1.3526  0.514
H 2.4072 3.0573 1.2892  0.297
H 1.9724 1.0554 2.7295  0.207
H 2.9474 2.2010 3.6243  0.192
H 4.8418 1.1519 3.0242  0.246
C -2.6777 -2.2896 3.5771  -1.127
C -3.6957 -3.4608 3.4027  -0.424
O -3.5572 -4.1431 2.1888  -0.543
H -2.8233 -1.8045 4.5423  0.452
H -2.7984 -1.6177 2.7274  0.022
H -1.6490 -2.6497 3.5607  0.289
H -4.7037 -3.0790 3.5650  0.364
H -3.4751 -4.2210 4.1520  0.288
H -2.6371 -4.3825 2.0552  0.147
C -1.7152 1.9916 3.5821  -0.898
C -1.3387 2.8338 2.3671  -0.027
O -2.2617 2.5669 1.3263  -0.295
H -0.9967 2.1517 4.3860  0.423
H -1.7089 0.9151 3.4108  -0.085
H -2.6932 2.3490 3.9043  0.373
H -0.2945 2.6574 2.1091  -0.189
H -1.4015 3.8960 2.6033  0.440
H -3.1091 2.9347 1.5875  0.198
C 0.4588 -0.7442 -0.1418  0.214
C -0.8104 -0.0385 0.3580  0.347
O -0.8061 1.2138 -0.3783  -0.272
H 1.3284 -0.1319 0.0969  -0.300
H 0.4844 -0.9015 -1.2201  -0.126
H 0.6647 -1.6636 0.4063  0.397
H -0.7608 0.1379 1.4325  -0.146
H -1.7355 -0.5349 0.0649  0.133
H -1.3995 1.7585 0.1440  -0.094
C -0.5950 4.6973 -1.8184  -0.529
C 0.6922 5.5235 -2.1455  -0.515
O 1.2637 6.0032 -0.9695  -0.496
H -0.3767 3.8313 -1.1935  0.016
H -1.0687 4.2696 -2.7020  0.228
H -1.2436 5.2828 -1.1668  0.355
H 0.5130 6.2699 -2.9195  0.328
H 1.4128 4.8662 -2.6322  0.260
H 2.1652 6.2856 -1.1403  0.306
C 2.2657 -2.6595 -2.8091  -0.540
C 3.5383 -1.8477 -2.4892  -0.228
O 4.4357 -2.6676 -1.7399  -0.550
H 1.6513 -2.0931 -3.5089  0.276
H 1.6708 -2.8545 -1.9168  -0.193
H 2.4942 -3.5767 -3.3519  0.412
H 3.3374 -0.8962 -1.9970  0.117
H 3.9755 -1.7066 -3.4777  0.328
H 4.0704 -2.8079 -0.8632  0.254
C -1.3037 -3.7734 -0.3467  -1.334
C -0.3622 -4.6148 0.4380  -0.365
O -0.9987 -4.9710 1.6730  0.505
H -0.9617 -3.3831 -1.3053  0.394
H -1.5597 -2.8774 0.2188  -0.077
H -2.1677 -4.3682 -0.6430  0.419
H 0.5436 -4.0579 0.6780  0.310
H 0.0173 -5.4640 -0.1304  0.430
H -0.6153 -5.8064 1.9501  -0.308
C -3.9286 3.2069 -1.5829  -0.533
C -4.6026 4.5717 -1.7292  -0.406
O -4.2727 5.2729 -0.6011  -0.315
H -2.8673 3.1083 -1.8110  -0.049
H -4.3903 2.5002 -2.2725  0.446
H -4.0048 2.8305 -0.5628  -0.004
H -5.6855 4.4546 -1.7698  0.391
H -4.2631 5.0257 -2.6601  0.307
H -4.7022 6.1314 -0.6058  0.208
C 3.7215 -5.8182 0.2051  -1.205
C 3.5006 -4.8058 1.3266  -1.176
O 3.0230 -3.5525 0.8053  0.472
H 4.5276 -5.5200 -0.4652  0.222
H 2.7903 -5.9436 -0.3475  0.167
H 3.9918 -6.8062 0.5778  0.546
H 4.4626 -4.6565 1.8168  0.425
H 2.7519 -5.2263 1.9979  0.355
H 2.9068 -2.9420 1.5370  -0.051

***

# C6H9O6Rb

A structure of composition C6H9O6Rb (ωB97M-V with the def2-TZVPD basis set, the Open Molecules 2025 dataset).

Calculated values
- 2S+1 = 1
- HOMO-LUMO gap (eV) = 4.3

Each line ends with the Mulliken charge.
Geometry (Å):
O 2.5294 -2.1123 2.1827  -0.324
C 3.0404 -1.0439 1.6105  0.700
C 3.2830 -3.2822 1.8159  -0.232
O 2.5045 0.0466 1.5995  -0.567
O 4.1696 -1.3000 0.9811  -0.329
C 4.4732 -2.7044 1.0354  -0.228
H 2.6387 -3.9191 1.2005  0.246
H 3.5730 -3.8082 2.7296  0.254
H 4.5331 -3.0797 0.0068  0.240
H 5.4320 -2.8279 1.5495  0.253
Rb 2.1997 2.6907 -0.9309  0.727
C -1.4568 1.8712 -2.0992  -0.850
C -2.5370 1.6498 -1.1331  -0.363
O -3.9402 2.0335 -1.6493  -0.276
C -4.8873 2.1362 -0.7641  0.700
O -4.8025 1.9255 0.4315  -0.600
O -6.0181 2.5563 -1.3471  -0.456
H -1.2467 0.9710 -2.7015  0.104
H -1.6703 2.7198 -2.7718  0.189
H -2.4463 2.2614 -0.2232  0.251
H -2.6630 0.5974 -0.8477  0.232
H -6.7085 2.6179 -0.6750  0.326

***

# C18H54BeO9S9

A structure of composition C18H54BeO9S9 (ωB97M-V with the def2-TZVPD basis set, the Open Molecules 2025 dataset).

Calculated values
- 2S+1 = 1
- charge = +2
- HOMO-LUMO gap (eV) = 2.6

Each line ends with the Mulliken charge.
Geometry (Å):
Be 17.8446 -32.7464 12.2602  0.989
C 18.6009 -25.6667 12.2011  -0.970
S 19.5694 -27.2691 11.9777  0.437
O 18.6905 -28.5617 11.8317  -0.507
C 20.2450 -26.8308 10.2555  -0.851
H 17.9482 -25.8690 13.0503  0.333
H 17.9205 -25.4049 11.3909  0.332
H 19.1449 -24.8192 12.6182  0.373
H 20.5426 -27.7307 9.7172  0.301
H 21.1009 -26.1719 10.4015  0.347
H 19.3847 -26.3897 9.7520  0.291
C 20.6220 -36.9342 7.9624  -0.820
S 19.0969 -35.9021 7.6761  0.442
O 19.1770 -34.7747 8.6654  -0.472
C 19.5439 -35.1770 6.0234  -0.878
H 21.4859 -36.2723 8.0227  0.234
H 20.6961 -37.6845 7.1752  0.371
H 20.4112 -37.4800 8.8821  0.272
H 20.5515 -34.7614 6.0367  0.270
H 18.8599 -34.3455 5.8543  0.247
H 19.6095 -35.8225 5.1475  0.380
C 20.2335 -31.3641 18.1075  -0.949
S 20.4201 -32.4372 16.6539  0.531
O 19.4774 -31.7510 15.6136  -0.500
C 22.1335 -32.0439 16.2348  -0.880
H 20.4559 -30.4037 17.6425  0.306
H 20.7696 -31.6146 19.0229  0.378
H 19.2301 -31.3126 18.5301  0.303
H 22.4437 -32.7670 15.4805  0.301
H 22.8385 -32.0506 17.0661  0.378
H 22.1748 -31.0536 15.7813  0.317
C 13.3756 -28.6805 11.7957  -0.986
S 13.2142 -30.5529 11.9719  0.567
O 14.3855 -31.1126 12.7687  -0.520
C 11.7081 -30.5839 12.9738  -0.942
H 12.4591 -28.4069 11.2730  0.372
H 14.2546 -28.3653 11.2334  0.323
H 13.3862 -28.1526 12.7492  0.360
H 11.9120 -30.1885 13.9688  0.330
H 11.2769 -31.5840 13.0176  0.299
H 10.9590 -29.9377 12.5161  0.369
C 13.0738 -36.8470 11.7001  -0.912
S 14.4715 -36.6811 10.5497  0.460
O 15.3582 -35.6479 11.1941  -0.484
C 15.2110 -38.3422 10.9058  -0.865
H 13.3408 -36.9471 12.7521  0.241
H 12.4910 -37.7162 11.3950  0.384
H 12.4512 -35.9524 11.6856  0.322
H 15.1230 -38.4915 11.9819  0.271
H 16.2403 -38.2118 10.5716  0.280
H 14.6612 -39.0228 10.2557  0.391
C 22.5928 -31.9195 8.7403  -0.842
S 22.8248 -31.4793 10.5162  0.479
O 22.0031 -32.5128 11.2956  -0.517
C 24.5903 -32.1036 10.6799  -0.943
H 23.2655 -31.2879 8.1602  0.406
H 21.5727 -31.7097 8.4187  0.297
H 22.8595 -32.9656 8.5900  0.237
H 25.2702 -31.4468 10.1372  0.364
H 24.5882 -33.0884 10.2127  0.285
H 25.0755 -32.1019 11.6559  0.327
C 14.3881 -35.7345 17.2472  -0.887
S 14.6639 -34.1411 16.3181  0.473
O 15.9060 -34.4232 15.4621  -0.465
C 15.3364 -33.0283 17.6088  -0.867
H 15.3537 -36.0827 17.6140  0.293
H 13.9573 -36.4583 16.5554  0.279
H 13.6557 -35.5845 18.0404  0.375
H 14.4997 -32.7741 18.2596  0.402
H 15.7376 -32.1844 17.0477  0.292
H 16.0853 -33.5153 18.2333  0.279
C 19.4312 -38.0400 15.1555  -0.985
S 19.9204 -37.3608 13.5131  0.507
O 19.6370 -35.8997 13.6596  -0.472
C 21.6819 -37.6236 13.8781  -0.969
H 18.3443 -38.1210 15.1468  0.309
H 19.7286 -37.3768 15.9678  0.289
H 19.7040 -39.0753 15.3601  0.415
H 22.3653 -37.0219 13.2789  0.317
H 21.8773 -38.6925 13.7931  0.384
H 21.9710 -37.3378 14.8894  0.303
C 15.4797 -29.6881 6.6725  -0.915
S 16.1420 -31.3053 7.2502  0.512
O 16.3484 -31.2062 8.7571  -0.532
C 14.6100 -32.3393 7.0852  -0.823
H 16.2942 -28.9699 6.5784  0.325
H 14.8288 -29.2497 7.4290  0.262
H 15.0437 -29.7370 5.6747  0.351
H 14.9547 -33.3733 7.0963  0.276
H 14.0937 -32.3024 6.1259  0.377
H 14.0088 -32.1918 7.9824  0.234

***

# C5H6O2

A structure of composition C5H6O2 (ωB97M-V with the def2-TZVPD basis set, the Open Molecules 2025 dataset).

Calculated values
- 2S+1 = 1
- HOMO-LUMO gap (eV) = 11.1

Each line ends with the Mulliken charge.
Geometry (Å):
C 0.7928 -0.7166 1.3589  -1.353
C -0.0358 -0.0293 0.3269  1.012
C -1.0416 -0.5882 -0.6064  -0.714
C 0.1334 0.2292 -1.1420  -0.303
C -0.1396 1.6565 -0.7660  0.468
O -0.1588 2.7271 -1.2879  -0.549
O -0.3803 1.3663 0.5634  -0.386
H 0.2098 -0.8731 2.2722  0.328
H 1.6758 -0.1210 1.6076  0.316
H 1.1180 -1.6930 0.9877  0.332
H -2.0431 -0.1666 -0.6263  0.235
H -0.9787 -1.6523 -0.8210  0.260
H 0.8481 -0.1391 -1.8671  0.354

***

# C5H14O2S

A cluster of 2 separate species, C5H14O2S in total (ωB97M-V with the def2-TZVPD basis set, the Open Molecules 2025 dataset).

Calculated values
- structure (SMILES) = CSCCCCO.O
- 2S+1 = 1
- HOMO-LUMO gap (eV) = 9.1

Each line ends with the Mulliken charge.
Geometry (Å):
C -1.1750 0.5361 -2.3877  -0.600
S -1.0278 1.4724 -0.7134  -0.135
C -0.8011 0.1907 0.5858  -0.767
C 0.5733 -0.4367 0.6116  -0.577
C 0.5325 -2.0080 0.4670  -0.586
C 1.3380 -2.5172 -0.7298  -0.471
O 0.8169 -3.7051 -1.2712  -0.535
H -0.8912 1.1437 -3.2328  0.327
H -0.5822 -0.3608 -2.2443  0.071
H -2.2244 0.3969 -2.2066  0.253
H -1.1418 0.7125 1.4781  0.346
H -1.6305 -0.4906 0.3766  0.323
H 1.2108 -0.0859 -0.1973  0.436
H 1.0861 -0.2343 1.5493  0.329
H -0.5206 -2.2739 0.3778  0.350
H 0.9004 -2.4267 1.4015  0.322
H 1.5051 -1.7460 -1.4930  0.274
H 2.3475 -2.7400 -0.3768  0.329
H -0.1317 -3.6680 -1.4141  0.310
O -0.2679 6.1508 2.8112  -0.634
H -0.3708 5.4198 3.4288  0.315
H 0.4543 6.6703 3.1794  0.318

***

no.,maximum force (eV/Å)
1,5.3
2,2.2
3,2.8
4,3.3
5,0.6
6,3.1